*a*
ORCA calculation (ωB97M-V with the def2-TZVPD basis set) on a cluster of 2 separate species, H4O2 in total.

CARTESIAN COORDINATES (ANGSTROEM)
1 O 0.036 1.220 -0.139
2 O -0.296 -1.496 0.020
3 H -0.757 -1.705 0.808
4 H 0.560 0.752 -0.932
5 H 0.757 1.724 0.121
6 H -0.299 -0.495 0.122

**Structure (SMILES)**: O.O
**LUMO energy**: 0.7 eV

*b*
ORCA calculation (ωB97M-V with the def2-TZVPD basis set) on a cluster of 2 separate species, H4O2 in total.

CARTESIAN COORDINATES (ANGSTROEM)
1 O -0.514 0.215 -1.328
2 O 0.627 -0.262 1.164
3 H -1.496 0.352 -1.433
4 H -0.473 -0.296 -0.535
5 H 1.113 0.567 1.429
6 H -0.044 -0.247 1.851

**Structure (SMILES)**: O.O
**LUMO energy**: 0.7 eV

What should be chosen as the most stable of them? Choose *b*.

*a*
ORCA calculation (ωB97M-V with the def2-TZVPD basis set) on a cluster of 2 separate species, H4O2 in total.

CARTESIAN COORDINATES (ANGSTROEM)
1 O -0.637 1.653 -0.449
2 O 0.311 -1.153 0.163
3 H -0.610 2.028 0.437
4 H -0.340 0.740 -0.333
5 H 0.931 -1.339 -0.551
6 H 0.344 -1.928 0.733

**Structure (SMILES)**: O.O
**LUMO energy**: 0.6 eV

*b*
ORCA calculation (ωB97M-V with the def2-TZVPD basis set) on a cluster of 2 separate species, H4O2 in total.

CARTESIAN COORDINATES (ANGSTROEM)
1 O 1.535 -0.160 -0.088
2 O -1.090 -0.001 -0.224
3 H 0.606 -0.328 -0.050
4 H 1.582 0.749 -0.325
5 H -1.717 -0.692 0.054
6 H -0.916 0.432 0.633

**Structure (SMILES)**: O.O
**LUMO energy**: 0.6 eV

*c*
ORCA calculation (ωB97M-V with the def2-TZVPD basis set) on a cluster of 2 separate species, H4O2 in total.

CARTESIAN COORDINATES (ANGSTROEM)
1 O 1.392 0.214 -0.679
2 O -0.920 -0.163 0.146
3 H -1.746 -0.486 -0.203
4 H -0.894 0.125 1.055
5 H 0.398 0.314 -0.489
6 H 1.770 -0.003 0.170

**Structure (SMILES)**: O.O
**LUMO energy**: 0.5 eV

What should be chosen as the most stable of them? Choose *a*.

*a*
ORCA calculation (ωB97M-V with the def2-TZVPD basis set) on a cluster of 2 separate species, H4O2 in total.

CARTESIAN COORDINATES (ANGSTROEM)
1 O 0.432 -0.126 -1.875
2 O 0.010 -0.038 1.317
3 H -0.819 -0.521 1.420
4 H -0.023 0.691 -2.104
5 H 0.216 0.288 2.199
6 H 0.184 -0.294 -0.957

**Structure (SMILES)**: O.O
**LUMO energy**: 0.6 eV

*b*
ORCA calculation (ωB97M-V with the def2-TZVPD basis set) on a cluster of 2 separate species, H4O2 in total.

CARTESIAN COORDINATES (ANGSTROEM)
1 O -1.299 1.052 0.775
2 O 0.960 -0.560 -1.122
3 H -0.609 0.439 0.386
4 H 1.190 -1.298 -0.546
5 H -1.725 0.268 1.155
6 H 1.483 0.100 -0.648

**Structure (SMILES)**: O.O
**LUMO energy**: 0.6 eV

What should be chosen as the most stable of them? Choose *a*.